265
Properties=species:S:1:pos:R:3:mulliken_charge:R:1 method="wB97M-V/def2-TZVPD" homo_lumo_gap_ev=7.7 e_tot_ev=-176200.405
Mg -2.55545 -0.40742 4.39619 2.965
Mg 0.89589 -0.55626 5.26826 2.329
C 0.52188 -1.08053 1.92593 0.684
C 1.13078 -0.23040 0.89232 -0.898
C 0.60819 1.21854 0.68929 1.020
O 0.95941 1.91957 -0.30209 0.208
C -0.37814 1.68045 1.52117 0.304
C -0.95177 0.87970 2.51646 -0.396
C -0.34662 -0.48657 2.77787 0.058
O -0.67772 -0.90553 3.94721 -0.234
O -1.93987 1.14288 3.20080 0.425
O 1.97435 -0.63733 0.10109 0.222
H 0.92461 -2.10465 2.11710 -0.365
H -0.71788 2.65831 1.20665 -0.260
S -1.11167 0.25836 6.82053 0.986
O -0.02346 1.13164 6.27107 -0.451
O -0.56219 -1.10683 6.60837 -1.082
O -1.46960 0.54467 8.19803 -0.815
O -2.34329 0.42097 6.05813 -1.350
C -6.36987 1.09402 3.03209 -1.721
C -5.39588 -0.00857 3.37919 0.295
C -4.53749 -0.33627 2.16421 -0.746
O -3.52252 -1.22422 2.57899 -0.435
C -3.05769 -2.16126 1.69672 -1.064
N -4.52194 0.32128 4.51960 -0.639
H -7.21321 0.69791 2.40440 0.415
H -5.99981 2.02675 2.59222 0.109
H -6.91415 1.43850 3.90323 0.498
H -5.84810 -0.87240 3.86349 0.498
H -4.02356 0.57447 1.76848 -0.367
H -5.10122 -0.77352 1.35789 0.954
H -2.34816 -1.64513 1.02003 0.133
H -3.84148 -2.74446 1.27118 0.739
H -2.46540 -2.84644 2.26604 -0.302
H -4.23345 1.29891 4.50834 0.085
H -5.13261 0.18776 5.33237 0.353
C -1.11340 -3.95949 4.94333 -0.577
C -2.58193 -3.73902 5.17981 0.256
C -3.03660 -4.63308 6.29114 -1.091
O -2.93846 -5.95635 5.82725 -0.154
C -2.76328 -6.83130 6.87378 -0.953
N -2.81152 -2.34418 5.59321 -0.239
H -0.75598 -3.48711 4.02922 -0.206
H -0.82771 -5.01122 4.97373 0.335
H -0.43517 -3.53197 5.73170 0.117
H -3.04710 -4.00488 4.26134 0.121
H -4.08446 -4.30434 6.47507 0.430
H -2.53691 -4.32887 7.25784 0.387
H -3.50051 -6.79246 7.69448 0.310
H -1.86290 -6.76865 7.45603 0.383
H -2.79379 -7.85006 6.47259 0.278
H -2.10961 -2.11836 6.25706 -0.028
H -3.67294 -2.28709 6.14407 0.343
C 5.72127 -4.59128 0.06539 -1.514
C 5.61094 -3.45058 1.10650 -0.074
C 6.19654 -2.15923 0.60709 0.796
O 7.63639 -2.32936 0.50636 -0.502
C 8.28606 -1.17576 0.00287 -0.646
N 4.16499 -3.35488 1.40775 0.178
H 5.21372 -4.27511 -0.82302 0.128
H 5.30335 -5.51247 0.52210 0.329
H 6.74561 -4.79258 -0.14176 0.488
H 6.16567 -3.75931 2.01653 0.496
H 5.99220 -1.31691 1.27081 0.384
H 5.75331 -2.03099 -0.41556 -0.804
H 8.10713 -0.98247 -1.08186 0.241
H 9.33684 -1.24829 0.12829 0.336
H 8.08015 -0.22668 0.53666 0.216
H 3.63401 -3.08472 0.60248 -0.347
H 3.92902 -2.66002 2.06715 0.064
C -2.50340 0.08748 -1.76877 -0.952
C -2.48167 1.46133 -2.53064 0.966
C -3.84010 2.10211 -2.39918 0.033
O -4.84086 1.22694 -2.71573 -0.517
C -5.29779 1.23143 -4.02195 -0.414
N -1.50286 2.40858 -1.99019 2.071
H -3.26247 -0.63013 -2.12971 0.562
H -2.74731 0.31842 -0.73631 -0.361
H -1.52383 -0.49274 -1.71646 0.082
H -2.17458 1.18703 -3.54116 0.134
H -4.00085 3.03637 -2.93892 0.038
H -4.03174 2.30750 -1.29626 -0.158
H -5.52908 2.26933 -4.37982 0.223
H -6.26093 0.74762 -3.88166 0.389
H -4.61959 0.65041 -4.64229 0.034
H -1.80704 2.47918 -1.02713 -1.141
H -0.57283 1.97183 -1.97352 -1.069
C 1.51045 0.26660 -5.18926 1.220
C 2.50866 0.02363 -6.31683 0.089
C 2.28598 1.03482 -7.46118 -1.008
O 0.92713 0.93083 -7.94949 -0.163
C 0.41554 2.26246 -8.23478 -0.525
N 3.88278 0.05698 -5.78706 -0.506
H 0.71957 0.88504 -5.59530 0.141
H 1.92409 0.84295 -4.34836 -0.631
H 1.01519 -0.66574 -4.86065 -0.860
H 2.34250 -0.94138 -6.74168 0.398
H 3.00251 0.81133 -8.23932 0.362
H 2.37840 2.05353 -7.07423 0.368
H 1.02798 2.67924 -9.07022 0.317
H 0.40064 2.88317 -7.33035 0.140
H -0.59187 2.18208 -8.51543 0.083
H 4.64318 -0.18115 -6.44538 0.287
H 4.06480 0.96704 -5.33462 0.178
C -2.18793 -6.55828 2.31733 -1.340
C -1.74829 -6.87711 0.89324 0.051
C -1.30159 -5.55922 0.15044 0.248
O -2.45240 -4.91465 -0.35632 -0.504
C -2.14615 -3.86238 -1.25736 -0.436
N -0.66536 -7.84675 0.90873 -0.563
H -2.44015 -7.37069 2.99012 0.578
H -3.07663 -5.92163 2.26757 0.337
H -1.33495 -5.99409 2.87133 0.005
H -2.61028 -7.26663 0.34820 0.278
H -0.64021 -5.87631 -0.63263 0.130
H -0.67632 -4.92850 0.82028 -0.169
H -1.45592 -3.18501 -0.83282 0.136
H -3.03675 -3.27873 -1.44877 0.296
H -1.79185 -4.21545 -2.23686 0.338
H -0.76559 -8.52428 1.67228 0.260
H -0.58153 -8.43444 0.05467 0.219
C -1.93182 -3.35615 -8.64079 -1.403
C -2.19241 -1.82991 -8.12939 0.401
C -1.79243 -1.69392 -6.68724 0.463
O -2.37966 -2.65751 -5.81044 -0.459
C -1.47161 -3.61923 -5.33239 -0.132
N -1.54576 -0.80102 -8.90809 -0.355
H -1.85148 -3.22848 -9.71690 0.453
H -2.73330 -4.00674 -8.48568 0.374
H -1.01250 -3.81131 -8.19768 0.178
H -3.32669 -1.66467 -8.16371 0.241
H -2.14797 -0.68603 -6.38657 -0.657
H -0.70296 -1.66645 -6.61876 0.161
H -0.67805 -3.06555 -4.82165 -0.089
H -1.01197 -4.19402 -6.12841 0.168
H -2.06345 -4.26465 -4.68040 0.264
H -0.55893 -0.83374 -8.75711 0.139
H -1.72740 -0.91473 -9.90276 0.256
C -2.80096 5.68313 -5.94054 -2.070
C -2.71986 4.44891 -4.98590 0.586
C -2.50330 3.16376 -5.78617 1.971
O -3.51276 3.00871 -6.76835 -0.599
C -3.49398 1.78704 -7.35262 0.153
N -1.65780 4.76468 -4.03607 0.358
H -3.84812 5.73575 -6.29046 0.434
H -2.19607 5.64724 -6.75563 0.471
H -2.55669 6.60285 -5.46525 0.521
H -3.65430 4.40011 -4.46030 0.280
H -2.58000 2.28698 -5.06505 -0.709
H -1.43225 3.14776 -6.18306 -0.803
H -2.55577 1.69630 -7.98318 -0.017
H -4.36028 1.78010 -8.00445 0.372
H -3.73016 1.06925 -6.54643 -0.284
H -1.44820 3.97869 -3.41906 -0.698
H -0.84897 5.15439 -4.48963 0.254
C 4.67884 0.01569 -2.35997 -0.432
C 4.35659 -1.48765 -2.57104 0.602
O 3.83273 -1.92024 -3.81557 -0.696
O 3.49236 0.84696 -2.57039 0.958
H 5.40925 0.43599 -3.06610 0.568
H 5.02399 0.26273 -1.31909 -0.161
H 3.65478 -1.91570 -1.81884 -0.246
H 5.36341 -2.02394 -2.47561 0.344
H 4.11477 -1.31619 -4.55304 0.335
H 2.86791 0.62635 -1.84428 -0.714
C 1.23524 -3.95459 -2.90548 0.126
C 2.10724 -4.42626 -1.79852 -0.756
O 2.03504 -3.59219 -0.68532 0.261
O 1.19055 -2.53283 -2.91070 -0.065
H 0.20454 -4.17585 -2.71917 -0.326
H 1.47344 -4.30124 -3.88512 0.584
H 3.14577 -4.62623 -2.15193 0.058
H 1.64825 -5.41997 -1.55610 0.503
H 1.91779 -2.66836 -0.98631 -0.530
H 1.95113 -2.14998 -3.37014 -0.211
C 3.50336 -1.12118 3.94056 1.300
C 3.55490 0.22741 4.60574 -2.104
O 2.32540 0.84819 4.62151 0.838
O 2.47125 -1.89140 4.53755 -0.558
H 4.52586 -1.61840 4.08858 0.675
H 3.33794 -0.89681 2.88328 -0.811
H 4.29936 0.86673 4.23836 0.711
H 3.96094 0.08973 5.62777 0.195
H 2.29914 1.63314 4.07050 -0.292
H 2.34353 -2.73523 4.01677 -0.108
C 1.50586 4.17627 -3.14484 1.512
C 2.87072 3.81426 -3.70396 0.684
O 3.91022 4.71581 -3.21336 -0.704
O 1.22632 5.52513 -3.58655 -0.631
H 1.65123 4.20111 -2.08218 -1.126
H 0.81530 3.43747 -3.45507 0.068
H 2.96513 3.85874 -4.79087 0.317
H 3.11571 2.74674 -3.41818 -0.756
H 4.23592 4.45290 -2.33943 0.406
H 2.04617 5.99179 -3.28230 0.401
C 1.76919 3.94520 5.89139 0.894
C 1.18237 4.04702 4.48015 0.111
O 1.99277 3.42405 3.47916 -0.777
O 3.01366 4.64910 5.93740 -0.623
H 1.93016 2.85750 6.03925 -0.830
H 1.05415 4.24621 6.72584 0.324
H 1.14924 5.12461 4.22526 0.417
H 0.13087 3.72375 4.51346 -0.635
H 1.59162 3.54110 2.55308 0.228
H 3.06331 5.42728 5.33765 0.337
C 1.81244 -0.44697 9.27791 -0.483
C 2.11777 0.32204 7.97175 -0.389
O 2.20546 -0.78750 7.00953 -0.764
O 1.03379 -1.55225 8.98705 -0.605
H 1.37999 0.22370 10.05056 0.350
H 2.77371 -0.81535 9.70010 0.346
H 3.05705 0.83577 8.01923 0.627
H 1.20963 0.93384 7.71469 0.017
H 1.76144 -1.51826 7.43115 0.526
H 0.11351 -1.28747 8.86236 0.317
C -0.60174 5.53685 0.89445 -0.687
C 0.76466 5.14291 0.25579 0.601
O 1.58070 4.21787 1.02489 -0.202
O -1.62779 4.74177 0.32137 0.298
H -0.75661 6.60576 0.82624 0.361
H -0.66135 5.30056 1.94082 -0.211
H 1.36740 6.05560 0.21876 0.654
H 0.65034 4.73301 -0.75866 -0.866
H 1.42331 3.33693 0.57405 -0.453
H -1.97264 5.22775 -0.48681 0.076
C 4.51451 2.18146 1.26110 0.204
C 4.56356 2.87280 -0.11700 -0.304
O 4.26733 4.23502 -0.06443 -0.787
O 4.76846 0.78527 1.25799 -0.168
H 3.50780 2.35037 1.64508 -0.284
H 5.24264 2.72192 1.92401 0.464
H 3.93323 2.42980 -0.86244 0.162
H 5.58511 2.78056 -0.46446 0.475
H 3.39637 4.30141 0.25178 0.375
H 4.08015 0.48400 0.64158 -0.368
C -2.98415 4.68572 4.02918 -0.252
C -3.96150 4.61709 2.83835 -0.636
O -3.68136 3.66531 1.80979 -0.096
O -2.97156 3.43526 4.78322 -0.532
H -3.49999 5.45912 4.62526 0.417
H -1.91143 4.98259 3.86871 0.098
H -4.07657 5.56861 2.33776 0.425
H -4.78280 4.18241 3.41240 0.302
H -3.10146 3.99711 1.09706 0.090
H -2.24866 2.96176 4.37247 -0.257
C -2.77203 8.05968 -1.51091 -0.477
C -3.69029 6.90125 -1.63338 -0.447
O -2.91058 5.70835 -1.78141 -0.449
O -1.88255 8.10550 -2.58486 -0.551
H -2.30701 8.05810 -0.45140 0.072
H -3.31949 8.98672 -1.48389 0.485
H -4.38824 7.06610 -2.45571 0.434
H -4.25124 6.81185 -0.70708 0.344
H -2.70862 5.56172 -2.72844 -0.156
H -1.48128 7.28105 -2.56967 0.323
C 1.46608 -6.39557 3.53421 0.248
C 2.26177 -5.16674 3.83850 -0.607
O 1.72084 -4.16312 3.01282 1.112
O 1.67274 -6.63494 2.10853 -0.610
H 0.43549 -6.26062 3.77508 -0.350
H 1.78854 -7.29701 4.25071 0.221
H 3.32672 -5.31293 3.62170 0.308
H 2.16743 -4.92268 4.90376 0.239
H 2.19904 -4.18476 2.18603 -0.532
H 0.92011 -7.05998 1.60132 0.358